Computed, not measured: a 6-piece molecular cluster, C46H58BFN7O15 overall in a non-equilibrium geometry, with ωB97M-V/def2-TZVPD.

```
128
Properties=species:S:1:pos:R:3:forces:R:3
C 1.7750 0.0009 3.7622 0.3 -0.2 -0.2
C 3.0148 0.7203 4.3158 -0.6 0.4 -0.2
C 2.7412 1.6228 5.5092 0.9 -0.2 0.0
O 2.3194 2.9045 5.0241 -0.7 0.0 0.0
C 1.5914 3.7023 5.9298 0.5 -0.3 -0.4
C 0.1240 3.8872 5.5439 -0.5 0.2 1.5
C -0.6467 2.5587 5.7775 0.2 -0.1 0.2
C -1.2020 2.3672 7.1734 -0.1 0.0 -0.2
F -1.6939 2.4605 4.8618 0.0 0.1 0.1
C -0.4040 5.0976 6.3523 -0.4 0.1 -0.6
C -1.5288 5.7063 5.4806 0.9 1.1 0.4
N -1.3480 7.1813 5.4996 -0.3 -0.4 -0.5
C -2.9525 5.3134 5.8366 -0.3 0.0 0.3
O -3.8532 5.7340 4.8317 0.1 -0.3 -0.1
C -4.4885 4.6525 4.2019 0.3 0.3 -0.3
O -5.4428 4.1134 5.0569 0.1 -0.2 -0.2
C -6.1323 3.0145 4.4407 0.0 0.0 0.4
C -5.7953 1.7411 5.2013 0.3 0.3 -0.2
O -6.4660 0.6432 4.6212 -0.3 0.1 0.1
C -1.0144 5.3038 4.1270 -0.4 -0.6 0.9
N -0.1317 4.3774 4.1790 -0.2 0.3 -1.3
B 0.5000 3.8959 2.8707 1.0 -0.2 -0.5
O 0.4161 2.5860 2.5950 0.1 0.1 0.8
C 1.2071 4.9537 1.9543 -0.5 0.3 0.7
C 0.3358 5.3421 0.7231 0.4 0.2 0.2
H 1.7091 -1.0261 4.1162 -0.1 0.0 0.1
H 0.8450 0.5224 3.9769 0.0 0.0 0.1
H 1.8538 -0.0534 2.6748 -0.1 -0.1 0.0
H 3.8153 0.0193 4.5391 0.0 0.0 0.1
H 3.3837 1.3885 3.5345 0.3 0.0 0.1
H 2.0229 1.1824 6.2063 -0.2 0.1 -0.1
H 3.6791 1.7624 6.0559 -0.1 0.1 0.1
H 2.0710 4.6788 6.0126 0.1 0.0 -0.2
H 1.6179 3.2584 6.9292 -0.1 0.1 0.1
H 0.0369 1.7316 5.5911 -0.1 0.0 -0.4
H -1.8913 3.1534 7.4678 0.0 0.0 0.0
H -0.4039 2.3121 7.9125 0.0 0.0 0.0
H -1.7504 1.4269 7.1745 0.1 -0.1 0.1
H -0.6398 4.9216 7.3961 -0.2 -0.2 0.0
H 0.3596 5.8725 6.3059 0.2 -0.1 0.2
H -1.9011 7.5679 4.7388 -0.1 0.2 0.2
H -1.7532 7.5464 6.3558 0.1 0.1 0.0
H -3.2000 5.8564 6.7538 0.1 0.0 0.0
H -3.0590 4.2564 6.0788 -0.1 -0.1 -0.3
H -4.9371 5.0400 3.2829 -0.1 0.1 0.1
H -3.7253 3.9070 3.9185 -0.1 -0.2 0.1
H -7.1969 3.2326 4.5018 -0.1 -0.1 -0.2
H -5.8315 2.9003 3.3978 -0.1 0.0 -0.1
H -4.7091 1.6140 5.1460 0.0 0.0 0.2
H -6.0830 1.8829 6.2449 0.0 -0.2 0.1
H -5.8366 -0.0269 4.3592 0.1 -0.1 0.0
H -1.3532 5.7500 3.1983 0.2 -0.1 -0.1
H 1.2235 2.2904 2.1571 -0.2 -0.2 -0.6
H 2.1969 4.5914 1.6742 0.0 0.0 -0.2
H 1.3767 5.8567 2.5460 0.2 0.0 0.0
H 0.3567 6.4241 0.6087 0.0 0.0 -0.1
H -0.7121 5.0639 0.8348 0.0 -0.2 -0.2
H 0.7517 4.9136 -0.1839 -0.2 -0.2 -0.1
C -1.8046 -0.2010 -2.1660 0.0 0.0 0.0
C -1.4063 0.7578 -3.0892 0.0 0.0 0.1
C -0.2094 1.4348 -2.9153 0.0 0.1 -0.1
C 0.5721 1.1290 -1.8147 -0.1 -0.1 0.0
C 0.1888 0.1790 -0.8860 0.0 -0.1 0.3
C -1.0116 -0.4882 -1.0605 -0.1 0.1 -0.1
N 1.8493 1.8231 -1.6209 -0.1 0.0 0.0
O 2.1736 2.6662 -2.4304 0.0 0.0 0.0
O 2.5232 1.5203 -0.6482 0.0 0.0 0.1
H -2.7389 -0.7282 -2.3112 0.0 0.0 0.0
H -2.0299 0.9717 -3.9450 0.0 0.0 0.0
H 0.1055 2.1818 -3.6287 0.1 0.0 0.0
H 0.8140 -0.0433 -0.0332 0.1 0.0 0.0
H -1.3187 -1.2336 -0.3383 0.0 0.1 -0.1
C 2.5541 -5.3642 -0.7888 0.0 -0.1 0.0
C 1.9130 -6.2092 0.1083 0.0 0.1 -0.1
C 0.7300 -5.8149 0.7126 0.0 -0.2 0.1
C 0.2056 -4.5735 0.4016 0.1 0.0 -0.1
C 0.8323 -3.7166 -0.4864 0.0 0.1 -0.1
C 2.0156 -4.1185 -1.0825 0.0 -0.1 0.0
N -1.0582 -4.1582 1.0266 0.0 0.0 0.0
O -1.5776 -4.9144 1.8157 0.0 0.0 0.1
O -1.5155 -3.0705 0.7175 0.0 -0.1 0.1
H 3.4757 -5.6750 -1.2627 0.0 0.0 0.0
H 2.3344 -7.1783 0.3362 0.0 0.0 0.0
H 0.2278 -6.4671 1.4114 -0.1 0.1 0.0
H 0.4094 -2.7506 -0.7158 -0.1 0.0 0.0
H 2.5200 -3.4640 -1.7795 0.0 0.0 0.0
C 6.6195 1.1323 -2.4467 0.0 0.0 0.0
C 7.7596 0.3438 -2.3664 -0.1 0.0 0.0
C 7.6461 -1.0321 -2.2543 0.2 0.0 0.0
C 6.3841 -1.5970 -2.2277 0.0 0.2 0.0
C 5.2369 -0.8276 -2.3005 -0.2 0.0 0.0
C 5.3603 0.5484 -2.4103 0.1 0.0 0.0
N 6.2669 -3.0601 -2.1293 0.0 -0.1 0.0
O 7.2905 -3.7021 -2.0483 0.1 0.0 0.0
O 5.1515 -3.5472 -2.1363 -0.1 0.1 0.0
H 6.7119 2.2063 -2.5395 0.0 0.0 0.0
H 8.7391 0.8005 -2.3942 0.0 0.0 0.0
H 8.5284 -1.6510 -2.1916 -0.1 -0.1 0.0
H 4.2605 -1.2882 -2.2745 0.0 -0.1 0.0
H 4.4759 1.1669 -2.4700 0.0 0.0 0.0
C -5.2181 -5.0321 -5.8588 0.0 0.0 0.0
C -3.8613 -4.9810 -6.1584 -0.6 0.2 0.3
C -3.1766 -3.7852 -6.0217 0.2 -0.1 0.0
C -3.8634 -2.6655 -5.5899 -0.1 -0.2 0.0
C -5.2164 -2.6970 -5.2986 -0.2 0.1 0.1
C -5.8955 -3.8943 -5.4361 0.1 -0.1 0.0
N -3.1310 -1.4048 -5.4251 0.0 0.0 0.0
O -1.9494 -1.3887 -5.6996 0.1 0.0 0.0
O -3.7463 -0.4365 -5.0123 -0.1 0.0 0.0
H -5.7528 -5.9679 -5.9569 0.0 0.0 0.0
H -3.3521 -5.8673 -6.4823 0.1 0.0 -0.1
H -2.1247 -3.7295 -6.2467 0.0 0.1 0.0
H -5.7327 -1.8081 -4.9686 0.1 0.1 0.0
H -6.9520 -3.9417 -5.2106 0.0 0.0 0.0
C 2.7201 -6.6652 -9.9876 0.0 0.0 0.0
C 2.0242 -7.4305 -9.0609 0.0 0.1 -0.1
C 0.8485 -6.9511 -8.5075 0.0 -0.2 0.1
C 0.3875 -5.7071 -8.8985 0.1 -0.1 -0.1
C 1.0691 -4.9275 -9.8152 0.0 0.2 -0.1
C 2.2450 -5.4148 -10.3609 0.0 -0.1 0.0
N -0.8701 -5.2018 -8.3315 0.0 -0.1 0.0
O -1.4436 -5.8981 -7.5111 0.3 0.0 -0.2
O -1.2705 -4.1235 -8.7124 0.0 0.1 0.0
H 3.6355 -7.0453 -10.4214 0.0 0.0 0.0
H 2.3964 -8.4032 -8.7710 0.0 0.0 0.0
H 0.3026 -7.5408 -7.7867 -0.1 0.1 0.0
H 0.6925 -3.9573 -10.1031 -0.1 0.0 0.1
H 2.7896 -4.8198 -11.0807 0.0 0.0 0.0
```
Forces are in eV/Å.

Calculated values
**E_HOMO**: -11.01 eV
**LUMO energy**: -3.66 eV
**Energy relative to the best compared isomer or geometry (same formula, charge and spin)**: 0.8709 eV
**Charge**: +1
**E**: -3423.609062 a.u.
**M**: 978.81 u